Arrangement A

16
Properties=species:S:1:pos:R:3:lowdin_charge:R:1 method="wB97M-V/def2-TZVPD" homo_ev=-10.1
C -2.06 0.99 -0.99 -0.238
Si -1.82 -0.26 0.47 0.456
O -1.74 -1.83 0.02 -0.312
H -1.48 0.61 -1.94 0.065
H -3.06 0.93 -1.39 0.001
H -2.02 2.00 -0.76 -0.027
H -3.21 -0.41 1.01 -0.030
H -0.77 0.27 1.60 -0.024
H -1.02 -2.16 -0.60 0.031
C 2.76 0.22 0.35 -0.159
Si 1.57 -1.29 0.02 0.663
O 0.56 -1.57 -1.07 -0.395
H 2.99 0.61 -0.53 -0.039
H 2.18 0.84 0.88 -0.025
H 3.66 -0.29 0.85 0.067
H 1.67 -2.16 1.13 -0.035

---

Arrangement B

16
Properties=species:S:1:pos:R:3:lowdin_charge:R:1 method="wB97M-V/def2-TZVPD" homo_ev=-10.5
C -2.72 -0.84 0.32 -0.158
C 2.91 0.25 -0.56 -0.240
O 0.18 -0.77 -0.12 -0.373
O -1.12 1.42 0.02 -0.177
Si -1.17 -0.12 -0.63 0.366
Si 1.53 -0.24 0.60 0.475
H -3.21 -1.55 -0.26 -0.017
H -2.67 -1.21 1.33 0.021
H -3.49 -0.01 0.35 0.045
H 2.73 1.04 -1.24 0.004
H 3.87 0.46 0.05 0.061
H 3.20 -0.59 -1.18 0.011
H 1.89 -1.42 1.52 -0.025
H -1.80 1.55 0.64 0.011
H -1.17 -0.30 -2.07 0.004
H 1.32 0.93 1.67 -0.008

---

Among the structures shown above, arrangement B is the most stable, with the second-best lying 79.0 kcal/mol higher.